1.
Density functional theory data (ωB97M-V/def2-TZVPD) for a 2-piece molecular cluster, C2HO3S2 overall at a distorted geometry.

Output
HOMO energy (spin up / spin down) in eV: -4.686 / -2.341
LUMO (spin up / spin down) in eV: 3.2 / 1.4
HOMO-LUMO gap (spin up / spin down) in eV: 7.91 / 3.72
Total charge: -1
ΔE to the lowest compared entry with this formula, charge and spin in eV: 3.497
Multiplicity: 1

Element x y z (Å)
1 C 1.694 0.682 1.086
2 C 2.983 0.189 1.007
3 O 3.835 -0.420 0.373
4 O 0.540 0.946 0.851
5 O -1.373 -0.673 -0.405
6 S 2.771 0.859 2.670
7 S -0.605 -1.289 -1.809
8 H -0.641 -0.108 -0.105

Cartesian forces, eV/Å:
2.19 -0.58 0.54
-1.24 -0.01 -0.48
0.10 0.14 0.03
-1.39 0.08 -0.74
1.22 -1.14 -2.54
0.19 0.21 0.49
-1.30 0.54 1.66
0.23 0.76 1.05

2.
Density functional theory data (ωB97M-V/def2-TZVPD) for C30H32ClDyN3SSi2 as an isolated structure at a distorted geometry.

Output
HOMO energy (spin up / spin down) in eV: -9.843 / -10.285
LUMO (spin up / spin down) in eV: -5.3 / -3.2
HOMO-LUMO gap (spin up / spin down) in eV: 4.57 / 7.04
Total charge: +1
ΔE to the lowest compared entry with this formula, charge and spin in eV: 1.299
Multiplicity: 6

Element x y z (Å)
1 C -1.117 -0.339 4.959
2 C -1.663 0.049 3.698
3 C -1.682 -1.108 2.863
4 H -2.066 1.038 3.456
5 C -1.135 -2.204 3.598
6 C -0.779 -1.729 4.899
7 H -0.482 -2.349 5.754
8 H -1.142 0.279 5.862
9 H -2.111 -1.169 1.861
10 H -1.089 -3.242 3.254
11 Dy 0.684 -0.525 3.209
12 Si 1.054 0.366 -0.286
13 C -0.160 1.870 -0.308
14 C 0.285 3.118 -0.774
15 H 1.329 3.236 -1.082
16 C -0.595 4.203 -0.933
17 H -0.249 5.132 -1.415
18 C -1.922 4.093 -0.494
19 H -2.611 4.932 -0.626
20 C -2.340 2.896 0.108
21 H -3.361 2.828 0.497
22 C -1.471 1.801 0.189
23 H -1.825 0.882 0.659
24 C -0.129 -1.254 -0.249
25 C -1.349 -1.318 -0.944
26 H -1.778 -0.419 -1.394
27 C -1.998 -2.551 -1.126
28 H -2.916 -2.598 -1.727
29 C -1.476 -3.705 -0.528
30 H -1.952 -4.670 -0.703
31 C -0.351 -3.617 0.295
32 H 0.007 -4.499 0.838
33 C 0.346 -2.404 0.408
34 H 1.307 -2.359 0.946
35 H 0.931 0.331 1.238
36 Si 1.486 0.079 -2.475
37 C 1.142 -1.571 -3.225
38 C 0.465 -1.559 -4.450
39 H 0.310 -0.609 -4.975
40 C 0.008 -2.771 -4.964
41 H -0.541 -2.758 -5.902
42 C 0.251 -3.962 -4.275
43 H -0.181 -4.890 -4.645
44 C 1.044 -3.957 -3.129
45 H 1.274 -4.885 -2.623
46 C 1.533 -2.765 -2.615
47 H 2.183 -2.741 -1.743
48 C 0.709 1.436 -3.465
49 C -0.685 1.460 -3.496
50 H -1.254 0.666 -3.005
51 C -1.330 2.507 -4.146
52 H -2.418 2.536 -4.130
53 C -0.570 3.470 -4.816
54 H -1.085 4.265 -5.350
55 C 0.828 3.412 -4.805
56 H 1.412 4.144 -5.359
57 C 1.489 2.408 -4.100
58 H 2.576 2.327 -4.055
59 H 2.951 0.252 -2.573
60 Cl 3.212 0.577 0.235
61 N 2.410 -0.714 4.958
62 N 1.573 0.049 5.868
63 C 1.477 1.391 5.555
64 N 1.458 2.205 6.629
65 S 1.340 1.935 3.938
66 H 3.302 -0.211 4.812
67 H 2.676 -1.599 5.407
68 H 1.721 -0.174 6.857
69 H 1.425 3.212 6.497
70 H 1.612 1.840 7.561

Cartesian forces, eV/Å:
-1.20 -0.52 0.00
-0.78 -0.63 0.59
-0.75 -0.32 0.49
0.29 -0.43 0.04
-0.77 0.16 0.45
-1.12 0.11 0.07
0.06 0.34 -0.53
0.30 -0.23 -0.52
0.36 0.03 0.30
0.12 0.53 0.10
1.74 -0.47 -2.65
-1.67 0.03 0.71
0.49 0.80 0.51
-0.18 0.14 -0.41
-0.37 -0.02 -0.02
0.00 -0.08 0.12
-0.14 -0.58 0.40
0.42 -0.36 -0.06
0.23 -0.36 0.13
0.06 0.27 -0.23
0.37 -0.10 -0.13
-0.01 0.02 0.09
0.03 0.18 -0.18
0.55 -0.12 0.62
0.16 -0.41 -0.24
0.18 -0.34 0.13
0.26 0.35 0.22
0.45 -0.01 0.29
0.02 0.19 0.15
0.07 0.26 0.16
0.20 0.04 0.06
-0.09 0.26 -0.36
-0.56 0.29 -0.43
-0.27 -0.16 -0.13
-0.10 -0.16 1.11
1.75 0.07 -1.94
0.07 0.41 -0.09
-0.08 -0.58 0.26
-0.16 -0.53 0.22
0.07 0.07 -0.10
0.03 -0.21 0.12
-0.15 0.31 -0.21
0.20 0.13 0.06
0.16 -0.15 0.06
0.01 -0.09 -0.08
-0.60 0.12 -0.47
-0.21 -0.12 -0.04
0.12 -0.45 0.35
0.03 0.65 -0.33
0.10 0.34 -0.21
0.04 -0.28 0.01
0.19 0.18 -0.17
0.01 -0.09 0.16
0.19 -0.10 0.06
0.04 0.13 -0.10
-0.19 -0.03 0.12
-0.75 -0.20 -0.01
-0.28 0.20 -0.10
0.17 0.16 0.00
-0.72 -0.12 0.20
0.82 -0.05 0.72
1.30 0.19 0.17
0.06 0.60 0.21
-0.05 -0.26 -0.70
0.66 0.83 1.63
-0.47 -0.14 0.11
-0.49 0.34 -0.07
0.02 0.10 -0.50
-0.20 -0.39 0.02
-0.01 0.26 -0.22

Q: Among the records above, which one has the highest total charge?
A: C30H32ClDyN3SSi2

Q: Among the records above, which one has the highest total charge?
A: C30H32ClDyN3SSi2